(P)
Molecular formula: C6H13N2O3
Method: DFT, ωB97M-V/def2-TZVPD

Each line ends with the Löwdin charge.
Geometry (Å):
C (0.82212, -2.57352, 0.54346)  0.07
O (0.77620, -1.17687, 1.05448)  -0.07
N (0.70203, -0.20871, 0.14532)  -0.25
O (-0.27273, -0.48195, -0.80618)  -0.04
C (-1.62900, -0.53006, -0.28131)  -0.10
C (-2.19466, 0.88569, 0.05028)  -0.29
O (-2.39269, 0.99568, 1.41066)  -0.11
C (0.45299, 1.19806, 0.71540)  -0.01
N (0.94277, 2.09949, -0.01099)  0.14
C (1.83862, 1.53102, -0.99369)  -0.15
C (1.97186, 0.09004, -0.66907)  -0.03
H (0.73348, -3.06604, 1.54645)  0.14
H (1.66932, -2.50491, -0.13578)  0.10
H (-0.04816, -2.82915, -0.01873)  0.08
H (-2.24406, -0.97319, -1.07449)  0.14
H (-1.84289, -1.22265, 0.57889)  0.15
H (-3.30654, 0.92760, -0.47979)  0.17
H (-1.66186, 1.83310, -0.36887)  0.14
H (-2.94226, 1.82752, 1.67021)  0.17
H (-0.30961, 1.09610, 1.48320)  0.14
H (2.75066, 2.11230, -0.77859)  0.15
H (1.32330, 1.76851, -1.93590)  0.15
H (2.11165, -0.47998, -1.62273)  0.16
H (2.74945, -0.31808, -0.02224)  0.15

Results
Total charge: +1
Highest occupied orbital energy: -0.516 Eh
Structure (SMILES): CO[N@@+]1(OCCO)C=NCC1
HOMO-LUMO gap: 10.67 eV

(Q)
Molecular formula: C6H13N2O3
Method: DFT, ωB97M-V/def2-TZVPD

Each line ends with the Löwdin charge.
Geometry (Å):
C (-1.03554, -2.84898, -0.43271)  -0.04
O (-0.09240, -2.07242, 0.27038)  -0.05
N (-0.08552, -0.75938, -0.04999)  -0.13
C (-0.29239, -0.19954, -1.39054)  -0.06
C (0.90509, 0.63053, -1.94831)  -0.12
N (0.89656, 2.07415, -1.49742)  0.08
C (1.05542, 2.29827, -0.28114)  -0.20
O (1.17766, 1.33229, 0.70503)  -0.12
C (0.43911, 1.47837, 1.91113)  -0.12
C (-0.41487, 0.19256, 2.07261)  -0.06
O (-1.03675, -0.05772, 0.77696)  -0.05
H (-2.18749, -2.58112, -0.13292)  0.17
H (-0.76912, -3.92820, -0.19980)  0.14
H (-0.87928, -2.79479, -1.44576)  0.04
H (0.94545, -0.47734, 0.24824)  0.23
H (-1.10772, 0.50654, -1.37419)  0.14
H (-0.61665, -1.01857, -2.04461)  0.13
H (1.81092, 0.04869, -1.75527)  0.12
H (0.82104, 1.00592, -3.03596)  0.16
H (1.06925, 3.33314, 0.16736)  0.17
H (1.11238, 1.74990, 2.67853)  0.13
H (-0.35168, 2.21957, 1.78971)  0.13
H (-1.42362, 0.54633, 2.67685)  0.21
H (0.06014, -0.67820, 2.29184)  0.09

Results
Total charge: +1
Highest occupied orbital energy: -0.523 Eh
Structure (SMILES): CO[N@H+]1CC/N=C\OCCO1
HOMO-LUMO gap: 11.49 eV

(R)
Molecular formula: C6H13N2O3
Method: DFT, ωB97M-V/def2-TZVPD

Each line ends with the Löwdin charge.
Geometry (Å):
C (-1.44240, -1.13161, -0.59738)  -0.32
C (0.62088, 0.67877, 0.71757)  0.05
C (1.50959, -1.98471, 1.41717)  -0.02
C (1.23260, 0.49292, -1.56937)  0.03
C (1.89672, -1.24783, 0.08079)  -0.12
C (-2.80092, 0.77734, 0.45666)  -0.21
N (-2.07723, -0.35302, 0.07094)  0.15
N (1.25584, 0.09010, -0.15516)  -0.16
O (-0.85394, -1.97580, -1.12118)  0.19
O (0.14049, 2.13979, 0.20810)  0.00
O (-2.37672, 1.97664, -0.16023)  0.01
H (1.47308, -2.98607, 1.18313)  0.06
H (2.16655, -1.78665, 2.19276)  0.07
H (0.54339, -1.63239, 1.59717)  0.04
H (1.58598, -0.25458, -2.20147)  0.09
H (1.74316, 1.34626, -1.68578)  0.07
H (0.15348, 0.59372, -1.79466)  0.11
H (1.63258, -1.82141, -0.80249)  0.11
H (2.93545, -0.99059, 0.21124)  0.13
H (-2.36060, 0.84729, 1.47436)  0.15
H (-3.82735, 0.50001, 0.43507)  0.14
H (-0.94038, 2.16787, 0.04780)  0.11
H (0.37855, 2.60643, 1.08798)  0.19
H (-2.58879, 1.94750, -1.09303)  0.13

Results
Total charge: +1
Highest occupied orbital energy: -0.506 Eh
HOMO-LUMO gap: 10.64 eV

Quick ranking, most stable first: (R), (P), (Q).

(P)
Molecular formula: C2H7S2
Method: DFT, ωB97M-V/def2-TZVPD

Each line ends with the Löwdin charge.
Geometry (Å):
C (0.90300, -0.86643, -0.78030)  -0.22
C (0.86162, -0.22837, 0.61095)  -0.76
S (0.63522, 1.59705, 0.55013)  0.23
H (1.73734, -0.45677, -1.34551)  0.05
H (-0.02925, -0.61621, -1.28389)  0.03
H (0.98580, -1.95566, -0.69675)  0.05
H (1.80796, -0.35060, 1.14080)  0.02
H (0.06986, -0.62800, 1.24664)  0.02
S (-2.50299, 0.57332, 0.12289)  0.20
H (-3.29414, 1.65804, 0.09756)  -0.30
H (-1.17440, 1.27362, 0.33747)  -0.32

Results
Total charge: -1
Highest occupied orbital energy: -0.109 Eh
HOMO-LUMO gap: 6.79 eV

(Q)
Molecular formula: C2H7S2
Method: DFT, ωB97M-V/def2-TZVPD

Each line ends with the Löwdin charge.
Geometry (Å):
S (-2.26825, -3.28971, 0.71174)  -0.02
H (-1.38504, -3.91212, -0.15884)  -0.32
C (0.76604, 1.85960, -0.10395)  -0.27
C (0.61212, 0.40643, -0.17701)  -0.80
S (-0.95535, -0.23907, 0.40469)  0.43
H (0.43970, 2.24244, 0.88879)  0.06
H (0.23773, 2.50209, -0.88028)  0.08
H (1.81063, 2.17302, -0.15950)  0.05
H (0.77915, 0.06579, -1.20756)  0.05
H (1.47579, -0.03344, 0.43308)  0.07
H (-1.51251, -1.77503, 0.24883)  -0.32

Results
Total charge: -1
Highest occupied orbital energy: -0.122 Eh
HOMO-LUMO gap: 7.22 eV

(R)
Molecular formula: C2H7S2
Method: DFT, ωB97M-V/def2-TZVPD

Each line ends with the Löwdin charge.
Geometry (Å):
S (0.80030, 0.67030, 2.15245)  -0.22
H (0.74812, -0.48883, 2.84268)  -0.45
C (-1.03912, -1.13910, -0.04265)  -0.49
S (-0.18154, -0.68112, -1.57968)  0.66
C (-0.04907, 1.12351, -1.38174)  -0.47
H (-1.98723, -1.63305, -0.30235)  0.01
H (-0.43058, -1.85604, 0.50038)  0.01
H (-1.18576, -0.29283, 0.61511)  -0.04
H (0.60332, 1.20603, -0.49914)  -0.05
H (-0.93217, 1.69960, -1.11949)  0.03
H (0.44323, 1.51072, -2.27341)  0.01

Results
Total charge: -1
Highest occupied orbital energy: -0.099 Eh
HOMO-LUMO gap: 6.13 eV

Quick ranking, most stable first: (P), (R), (Q).

(P)
Molecular formula: C2H7S2
Method: DFT, ωB97M-V/def2-TZVPD

Each line ends with the Löwdin charge.
Geometry (Å):
S (2.71003, -0.32231, -0.19272)  -0.30
H (3.88953, -0.18883, 0.43469)  -0.50
C (-0.77262, -1.10113, 0.49150)  -0.48
S (-2.00660, 0.07137, -0.07543)  0.66
C (-0.89712, 1.48184, -0.33140)  -0.45
H (-1.21009, -2.09798, 0.44238)  0.02
H (-0.44685, -0.90007, 1.50818)  0.03
H (0.10976, -1.09893, -0.14594)  -0.05
H (-1.48161, 2.35075, -0.62663)  0.01
H (-0.36983, 1.68663, 0.59605)  0.03
H (-0.17602, 1.25488, -1.11217)  0.02

Results
Total charge: -1
Highest occupied orbital energy: -0.098 Eh
HOMO-LUMO gap: 5.93 eV

(Q)
Molecular formula: C2H7S2
Method: DFT, ωB97M-V/def2-TZVPD

Each line ends with the Löwdin charge.
Geometry (Å):
S (-3.20418, 0.69263, -0.38952)  -0.14
H (-3.52836, -0.14917, 0.60173)  -0.42
C (1.22125, 0.67707, 0.33886)  -0.21
C (0.89861, -0.74311, -0.01986)  -0.67
S (-0.32121, -0.91580, -1.37537)  0.50
H (1.46841, 1.26978, -0.54610)  0.06
H (0.45883, 1.23271, 0.87929)  0.06
H (2.12499, 0.70754, 0.97036)  0.06
H (0.56456, -1.36322, 0.81422)  0.05
H (1.77249, -1.22406, -0.41846)  0.03
H (-1.45540, -0.18438, -0.85515)  -0.32

Results
Total charge: -1
Highest occupied orbital energy: -0.111 Eh
HOMO-LUMO gap: 6.70 eV

Quick ranking, most stable first: (Q), (P).

(P)
Molecular formula: C2HClN2O
Method: DFT, ωB97M-V/def2-TZVPD

Each line ends with the Löwdin charge.
Geometry (Å):
C (-0.01858, -0.19364, 0.69801)  -0.32
C (-0.45928, 1.06966, 0.59420)  -0.54
N (0.36660, -1.33148, 0.84455)  0.14
N (0.27560, -1.35918, -1.83417)  0.16
O (0.56830, -1.98340, -0.92798)  -0.08
Cl (0.64403, 2.36533, 0.35624)  0.61
H (-1.37667, 1.43270, 0.26914)  0.03

Results
Highest occupied orbital energy (alpha / beta): -0.323 / -0.319 Eh
HOMO-LUMO gap (alpha / beta): 8.39 / 7.55 eV

(Q)
Molecular formula: C2HClN2O
Method: DFT, ωB97M-V/def2-TZVPD

Each line ends with the Löwdin charge.
Geometry (Å):
N (-2.07490, 1.33000, -1.00852)  0.18
C (-1.38125, 0.88260, -0.23207)  -0.22
C (-0.73334, 0.24507, 0.79170)  0.03
N (-0.57353, 0.00253, 1.92926)  -0.10
O (-0.31853, -0.38788, 3.00792)  0.11
Cl (2.76750, -1.46596, -1.77055)  0.18
H (2.31406, -0.60636, -2.71773)  -0.18

Results
Highest occupied orbital energy: -0.400 Eh
Structure (SMILES): N#CC#[N+][O-].Cl
HOMO-LUMO gap: 10.72 eV

(R)
Molecular formula: C2HClN2O
Method: DFT, ωB97M-V/def2-TZVPD

Each line ends with the Löwdin charge.
Geometry (Å):
Cl (-2.61437, -0.16029, -0.03841)  0.78
C (-0.92900, -0.31410, 0.05988)  -0.88
N (-0.12744, -1.30878, 0.02123)  0.02
N (1.15563, -0.86084, -0.06017)  0.05
C (1.03424, 0.47782, -0.06417)  -0.12
O (-0.30354, 0.83387, 0.00987)  -0.01
H (1.78446, 1.33232, 0.07178)  0.16

Results
Highest occupied orbital energy: -0.381 Eh
Structure (SMILES): Clc1nnco1
HOMO-LUMO gap: 11.04 eV

Quick ranking, most stable first: (R), (Q), (P).

(P)
Molecular formula: C2H2Cl2O2
Method: DFT, ωB97M-V/def2-TZVPD

Each line ends with the Löwdin charge.
Geometry (Å):
C (1.34656, -0.02529, 0.19836)  -1.04
C (-1.33780, 0.06611, -0.12062)  -0.39
O (1.38086, -0.96437, 0.91445)  0.04
O (0.41102, 0.59625, -0.39331)  -0.13
Cl (2.84470, 0.85357, -0.25876)  0.64
Cl (-1.41534, -1.60095, -0.32438)  0.73
H (-1.46376, 0.41222, 0.89929)  0.08
H (-1.76624, 0.66246, -0.91503)  0.07

Results
Highest occupied orbital energy: -0.389 Eh
HOMO-LUMO gap: 10.26 eV

(Q)
Molecular formula: C2H2Cl2O2
Method: DFT, ωB97M-V/def2-TZVPD

Each line ends with the Löwdin charge.
Geometry (Å):
O (1.22544, 0.26873, -0.12466)  0.06
C (0.15226, -0.01658, -0.61828)  -0.32
C (-1.07068, -0.08566, 0.32867)  -1.09
O (-0.63480, -0.07136, 1.61683)  -0.02
Cl (-2.03822, -1.66366, -0.15206)  0.53
Cl (-2.04865, 1.37154, -0.26778)  0.59
H (0.03880, -0.25226, -1.74596)  0.15
H (0.25948, 0.19502, 1.70245)  0.08

Results
Highest occupied orbital energy: -0.407 Eh
Structure (SMILES): O=CC(O)(Cl)Cl
HOMO-LUMO gap: 11.00 eV

(R)
Molecular formula: C2H2Cl2O2
Method: DFT, ωB97M-V/def2-TZVPD

Each line ends with the Löwdin charge.
Geometry (Å):
C (2.98580, 0.49552, -0.43359)  -0.72
C (0.28331, -0.30405, 0.28754)  -0.70
O (2.64895, 0.78445, -1.53688)  0.13
O (1.44207, -0.00380, 0.87564)  -0.30
Cl (4.14601, 0.26434, 0.59164)  0.99
Cl (0.31591, -1.97595, -0.51237)  0.44
H (-0.50553, -0.26698, 1.06958)  0.09
H (0.33703, 0.38434, -0.61221)  0.07

Results
Highest occupied orbital energy (alpha / beta): -0.355 / -0.355 Eh
HOMO-LUMO gap (alpha / beta): 9.15 / 9.16 eV

Quick ranking, most stable first: (Q), (P), (R).

(P)
Molecular formula: C4H6NO3
Method: DFT, ωB97M-V/def2-TZVPD

Each line ends with the Löwdin charge.
Geometry (Å):
C (-0.32444, 0.57363, -1.46747)  -0.57
N (-0.85485, -0.68065, -0.82069)  0.09
C (1.65938, -0.68093, -0.25787)  -0.03
C (0.27209, -0.05970, -0.23906)  -0.28
C (-0.46137, 0.36063, 1.44353)  -0.60
O (-1.45693, -0.49567, 1.55906)  -0.10
O (0.52430, 0.32124, 2.21806)  0.02
O (0.41344, 0.72690, -2.50595)  -0.14
H (-1.02105, 1.41793, -1.21789)  0.12
H (-1.50258, -0.73683, 0.15375)  0.11
H (2.41771, 0.02186, -0.58446)  0.08
H (1.66762, -1.48817, -0.98976)  0.08
H (1.75372, -1.19076, 0.69670)  0.07
H (-0.69699, 1.38750, 1.12266)  0.15

Results
Total charge: -1
Highest occupied orbital energy: -0.138 Eh
HOMO-LUMO gap: 5.71 eV

(Q)
Molecular formula: C4H6NO3
Method: DFT, ωB97M-V/def2-TZVPD

Each line ends with the Löwdin charge.
Geometry (Å):
O (-2.63050, -0.00677, -0.74483)  -0.11
C (-1.81189, -0.41818, 0.16715)  -0.39
C (-0.07860, -0.10882, -0.25403)  -0.32
C (-0.92758, 0.45066, 0.94600)  -0.05
C (1.37320, 0.51902, 0.06221)  -0.63
O (2.36291, -0.17374, -0.33844)  -0.10
O (1.53890, 1.59205, 0.72165)  -0.09
N (0.17656, -1.56517, -0.43534)  0.03
H (-1.79693, -1.41476, 0.45356)  0.09
H (-0.24511, 0.37788, -1.26219)  0.17
H (-0.65872, 0.12057, 2.02752)  0.16
H (-0.92402, 1.52169, 0.83313)  0.11
H (1.17650, -1.69362, -0.34838)  0.05
H (-0.28882, -1.90403, -1.29126)  0.09

Results
Total charge: -1
Highest occupied orbital energy: -0.165 Eh
HOMO-LUMO gap: 8.56 eV

(R)
Molecular formula: C4H6NO3
Method: DFT, ωB97M-V/def2-TZVPD

Each line ends with the Löwdin charge.
Geometry (Å):
C (-0.90855, 1.16560, -0.84178)  -0.16
C (0.45405, 1.43523, -0.35818)  -0.18
C (0.93121, 0.22003, 0.49859)  -0.44
O (1.60947, 0.40716, 1.56137)  -0.04
N (0.25304, -0.98542, 0.29569)  0.10
C (0.07481, -2.40173, 0.91001)  -0.68
O (0.72835, -2.92536, 1.85588)  -0.07
O (-0.87480, -2.95345, 0.30002)  -0.10
H (-1.51875, 0.79050, -0.05170)  0.08
H (-0.98763, 0.46095, -1.68580)  0.08
H (-1.27630, 2.06799, -1.25563)  0.05
H (0.26154, 2.30799, 0.46027)  0.16
H (1.24207, 1.61434, -0.96692)  0.06
H (0.01148, -1.20382, -0.72181)  0.13

Results
Total charge: -1
Highest occupied orbital energy: -0.160 Eh
Structure (SMILES): CCC(=O)NC(=O)[O-]
HOMO-LUMO gap: 7.92 eV

(S)
Molecular formula: C4H6NO3
Method: DFT, ωB97M-V/def2-TZVPD

Each line ends with the Löwdin charge.
Geometry (Å):
O (2.02034, -0.35153, -1.73967)  0.01
C (1.70275, -0.33924, -0.52771)  -0.42
C (0.67706, 0.73645, 0.04824)  -0.34
C (0.25599, -0.77689, -0.12103)  0.01
C (-2.43439, -0.31309, 0.08714)  -0.72
O (-2.51539, -1.30405, 0.84589)  -0.13
O (-2.58749, -0.33671, -1.15712)  -0.15
N (0.84180, 1.19320, 1.29514)  0.11
H (2.50930, -0.58832, 0.16371)  0.13
H (-2.21684, 0.73963, 0.42864)  0.09
H (-0.03598, -1.14289, 0.86966)  0.12
H (-0.36875, -0.91259, -0.99585)  0.09
H (0.52649, 1.57171, -0.64953)  0.16
H (1.62510, 1.82432, 1.45251)  0.04

Results
Total charge: -1
Highest occupied orbital energy: -0.154 Eh
HOMO-LUMO gap: 5.60 eV

Quick ranking, most stable first: (R), (Q), (S), (P).